1.
This record from the Open Molecules 2025 dataset describes a single C2H3N3OS molecule. The level of theory is ωB97M-V/def2-TZVPD.

```
10
Properties=species:S:1:pos:R:3:forces:R:3:mulliken_charge:R:1
N 0.01555 0.36841 0.41006 -2.445 -0.871 2.155 -0.523
C -0.76929 -0.35502 -0.54176 2.540 1.664 -1.876 0.146
O -0.64142 -1.77225 -0.26800 -0.557 0.267 -1.256 -0.155
N -1.86824 -2.18137 0.20711 -0.160 0.498 0.473 -0.043
N -2.67471 -1.23491 0.32530 -0.961 -1.946 0.079 -0.191
C -2.16763 -0.06356 -0.16696 -1.109 2.694 0.271 0.120
S -2.90186 1.41296 -0.01724 0.806 -1.950 -0.508 -0.184
H -0.26704 -0.20862 1.22449 0.884 1.342 0.338 0.268
H 0.98781 0.47997 0.45145 1.566 -0.403 -1.050 0.222
H -0.47898 0.00647 -1.59911 -0.564 -1.295 1.373 0.339
```
Positions in Å, forces in eV/Å.

- net charge = 0
- SMILES = N[C@H]1ON=NC1=S
- gap between HOMO and LUMO (hartree) = 0.2823

=====

2.
This record from the Open Molecules 2025 dataset describes C2H3N3S2 as an isolated structure. The level of theory is ωB97M-V/def2-TZVPD.

```
10
Properties=species:S:1:pos:R:3:forces:R:3:mulliken_charge:R:1
C 2.69907 1.24954 0.48721 -1.479 0.979 -2.215 -0.069
C 1.11868 0.37277 -0.80800 0.350 -1.105 0.282 0.049
N 1.73794 1.43563 -0.57826 0.800 1.723 1.330 -0.420
N 2.80616 0.08937 0.94463 0.463 -2.517 0.983 -0.339
N -1.29173 -0.03001 -0.30714 -0.768 3.473 -1.810 -0.395
S 1.75788 -0.91554 0.15007 0.019 -0.521 0.233 0.030
S -1.97994 1.19600 0.48468 0.420 -0.257 -0.497 -0.018
H 3.30961 1.99777 0.92513 0.191 1.073 -0.239 0.392
H -1.28473 -0.82062 0.21279 0.272 -3.329 1.891 0.317
H -0.32525 0.08788 -0.95002 -0.269 0.480 0.042 0.454
```
Positions in Å, forces in eV/Å.

- net charge = 0
- gap between HOMO and LUMO (spin up / spin down) (hartree) = 0.2194 / 0.2742

=====

3.
This record from the Open Molecules 2025 dataset describes a single C2H3N3S2 molecule. The level of theory is ωB97M-V/def2-TZVPD.

```
10
Properties=species:S:1:pos:R:3:forces:R:3:mulliken_charge:R:1
S -2.93530 -0.49714 -0.51760 -0.748 3.247 -2.323 -0.132
S -2.06521 0.42750 1.00645 0.974 0.081 -0.170 -0.001
N -0.45644 0.02224 0.52001 1.768 -0.426 -0.054 0.349
C 0.68244 0.70310 0.21427 0.552 -1.064 1.025 -0.262
C 1.69741 -0.24057 0.15529 1.199 1.852 -1.273 -0.186
N 1.09902 -1.43797 0.30729 1.680 -0.754 -0.446 -0.474
N -0.12422 -1.28105 0.51115 -2.548 -1.182 1.015 -0.168
H -3.12313 -1.62050 -0.03700 -0.359 -3.314 1.636 0.173
H 0.73650 1.72256 0.33970 0.040 2.097 -0.247 0.396
H 2.81892 -0.07280 -0.13719 -2.558 -0.537 0.836 0.305
```
Positions in Å, forces in eV/Å.

- net charge = 0
- SMILES = SSn1ccnn1
- gap between HOMO and LUMO (hartree) = 0.3622

=====

4.
This record from the Open Molecules 2025 dataset describes an isolated ion of composition C2H3N4 and charge +1. The level of theory is ωB97M-V/def2-TZVPD.

```
9
Properties=species:S:1:pos:R:3:forces:R:3:mulliken_charge:R:1
C 1.73614 0.66446 -0.11200 -2.070 -2.409 0.595 0.370
N 1.78042 -0.49392 0.31929 2.370 -0.247 1.108 -0.472
N 0.66073 -0.17403 -0.52966 -1.445 -0.652 -2.513 -0.259
N -0.49527 -0.22599 0.32192 3.072 -0.510 4.509 0.194
C -1.73253 -0.41377 -0.25113 -0.204 -1.917 -1.663 0.319
N -1.60428 0.73466 0.16667 -0.736 1.485 0.220 -0.303
H 1.83920 1.64262 -0.33566 1.417 3.053 -0.183 0.377
H -0.13486 -0.53209 1.36346 -1.639 0.717 -2.544 0.439
H -2.04954 -1.20195 -0.94290 -0.764 0.480 0.472 0.335
```
Positions in Å, forces in eV/Å.

- net charge = +1
- SMILES = C1=NN1[N@@H+]1C=N1
- gap between HOMO and LUMO (hartree) = 0.3802

=====

Record-wise M values, in g/mol: 117.13 133.20 133.20 83.07
Record-wise ΔE to the lowest compared entry with this formula, charge and spin values, in kcal/mol: 69.1 90.7 36.9 91.1